Entry 1:
Here is a 7-piece molecular cluster, C28H56O7 overall at a distorted geometry from the OMol25 dataset. Energies are from the ωB97M-V functional and the def2-TZVPD basis.

Each line ends with the Löwdin charge.
CARTESIAN COORDINATES (ANGSTROEM)
1 C 33.94252 31.87726 -7.73593  -0.160
2 C 34.95279 30.78265 -7.36573  -0.159
3 C 35.85960 30.43264 -8.57605  -0.164
4 O 35.09745 30.99248 -9.65361  -0.150
5 C 33.84034 31.51175 -9.16966  -0.240
6 H 34.35252 32.87299 -7.56707  0.118
7 H 32.95507 31.83609 -7.27620  0.121
8 H 34.40413 29.90535 -7.02306  0.095
9 H 35.39650 31.13699 -6.43532  0.110
10 H 36.06560 29.37526 -8.74221  0.102
11 H 36.86015 30.85176 -8.46948  0.113
12 H 33.16934 30.66399 -9.30811  0.103
13 H 33.53282 32.33002 -9.82078  0.116
14 C 31.38881 30.57160 -13.87598  -0.113
15 C 31.66995 30.08300 -12.43031  -0.110
16 C 31.89509 28.59245 -12.58641  -0.040
17 O 30.93476 28.31400 -13.66913  0.102
18 C 30.70098 29.40468 -14.55253  -0.073
19 H 32.34621 30.77540 -14.35551  0.128
20 H 30.82714 31.49879 -13.98970  0.113
21 H 30.77670 30.17612 -11.81263  0.128
22 H 32.48710 30.52368 -11.85920  0.129
23 H 31.74039 28.02563 -11.66833  0.151
24 H 32.84652 28.24156 -12.98612  0.165
25 H 29.62153 29.54367 -14.61231  0.177
26 H 30.91950 29.06974 -15.56652  0.170
27 C 31.64199 25.17571 -15.34733  -0.185
28 C 30.67328 24.13335 -14.92291  -0.169
29 C 30.77739 24.19722 -13.42395  -0.226
30 O 32.15739 24.41868 -13.21156  -0.130
31 C 32.76881 25.06481 -14.33065  -0.178
32 H 31.20232 26.17075 -15.27889  0.088
33 H 32.08384 25.09111 -16.34016  0.121
34 H 31.03630 23.11835 -15.08444  0.129
35 H 29.67443 24.25527 -15.34189  0.125
36 H 30.38195 23.30532 -12.93791  0.126
37 H 30.14064 24.95793 -12.97233  0.107
38 H 33.54420 24.42197 -14.74732  0.129
39 H 33.08625 26.06541 -14.03718  0.097
40 C 33.02949 32.39769 -20.14207  -0.168
41 C 31.96944 32.41368 -19.07020  -0.195
42 C 32.41605 31.35005 -18.14411  -0.200
43 O 33.88887 31.40337 -18.20340  -0.157
44 C 34.34854 31.97826 -19.43887  -0.170
45 H 33.07771 33.28890 -20.76779  0.115
46 H 32.76682 31.60713 -20.84500  0.109
47 H 31.01220 32.20141 -19.54637  0.122
48 H 31.97813 33.37203 -18.55098  0.115
49 H 32.09684 30.34739 -18.42851  0.117
50 H 32.03154 31.64362 -17.16735  0.089
51 H 34.83787 31.17782 -19.99380  0.114
52 H 34.99895 32.84546 -19.32473  0.114
53 C 32.67016 26.79658 -8.08444  -0.173
54 C 32.28590 25.34879 -8.35423  -0.165
55 C 33.57916 24.77162 -8.93917  -0.240
56 O 34.61239 25.59129 -8.56942  -0.127
57 C 34.13864 26.67387 -7.72063  -0.164
58 H 32.02941 27.14969 -7.27645  0.112
59 H 32.48099 27.43923 -8.94427  0.092
60 H 31.46202 25.23826 -9.05928  0.105
61 H 31.96571 24.88971 -7.41892  0.113
62 H 33.47005 24.79684 -10.02340  0.114
63 H 33.78691 23.79334 -8.50569  0.125
64 H 34.74633 27.56896 -7.85337  0.091
65 H 34.39887 26.46244 -6.68348  0.122
66 C 28.88887 33.54215 -10.75829  -0.162
67 C 29.90821 33.59877 -11.94881  -0.151
68 C 30.05445 35.10527 -12.21978  -0.191
69 O 28.82032 35.72136 -11.75794  -0.148
70 C 28.38245 34.94906 -10.58773  -0.176
71 H 29.37743 33.17970 -9.85384  0.104
72 H 28.13118 32.82460 -11.07316  0.103
73 H 29.45361 33.09650 -12.80272  0.095
74 H 30.84699 33.16355 -11.60619  0.095
75 H 30.15767 35.33884 -13.27944  0.109
76 H 30.88518 35.58285 -11.70026  0.111
77 H 27.29611 35.03626 -10.60706  0.121
78 H 28.77852 35.45352 -9.70640  0.118
79 C 32.82648 35.38618 -15.38115  -0.156
80 C 33.06984 36.13051 -14.05601  -0.168
81 C 33.84873 35.20455 -13.20031  -0.147
82 O 33.40307 33.88001 -13.74569  -0.177
83 C 33.27222 33.96685 -15.16495  -0.218
84 H 33.44317 35.81642 -16.17025  0.108
85 H 31.82428 35.46733 -15.80199  0.109
86 H 32.13930 36.41425 -13.56438  0.089
87 H 33.63449 37.05450 -14.18058  0.118
88 H 33.54799 35.26652 -12.15446  0.112
89 H 34.93729 35.25989 -13.20935  0.121
90 H 32.47130 33.26074 -15.38411  0.089
91 H 34.14291 33.68195 -15.75557  0.120

Atoms 1-2, force components in eV/Å:
0.7790 -0.4218 -0.6190
-0.1367 -0.5568 2.3144

- <S²>: 0.75
- Highest occupied orbital energy (spin up / spin down): -11.3 / -11.3 eV
- Relative energy (zero: lowest compared OMol25 entry of this formula, charge and spin): 0.0000 eV
- Molar mass: 504.75 g/mol
- E_tot: -1626.61034 hartree
- Kohn-Sham gap (spin up / spin down): 0.3190 / 0.1004 Eh
- Charge: +1
- Spin multiplicity: 2
- E_LUMO (spin up / spin down): -2.651 / -8.601 eV



Entry 2:
Here is C28H56P2PdSi as an isolated structure at a distorted geometry from the OMol25 dataset. Energies are from the ωB97M-V functional and the def2-TZVPD basis.

Each line ends with the Löwdin charge.
CARTESIAN COORDINATES (ANGSTROEM)
1 Pd 0.11073 0.37004 0.36760  0.665
2 C -1.85289 1.55456 0.11705  -0.262
3 C -2.45154 0.67517 -0.83868  -0.151
4 C -2.12988 -0.55269 1.08470  -0.220
5 C -1.74846 0.82282 1.36583  -0.298
6 C -2.58473 -0.60947 -0.25548  -0.172
7 C -1.71272 3.01967 -0.02172  -0.027
8 H -1.31768 3.30476 -1.00176  0.081
9 H -1.05328 3.44233 0.73689  0.061
10 H -2.68589 3.51725 0.08411  0.119
11 C -1.63264 1.39400 2.73020  -0.014
12 H -1.40795 2.46802 2.71612  0.085
13 H -0.82898 0.89473 3.29427  0.040
14 H -2.56771 1.25336 3.30316  0.125
15 C -2.22885 -1.62563 2.09624  -0.013
16 H -3.28562 -1.81092 2.34815  0.124
17 H -1.72344 -1.37957 3.03848  0.060
18 H -1.82652 -2.58722 1.74209  0.081
19 C -3.16243 -1.80226 -0.91515  -0.007
20 H -4.26037 -1.82252 -0.85877  0.119
21 H -2.80800 -2.72668 -0.44980  0.069
22 H -2.90026 -1.85441 -1.97982  0.082
23 C -2.92480 1.09105 -2.17822  0.014
24 H -3.90859 1.59909 -2.15240  0.126
25 H -3.02166 0.24348 -2.87277  0.072
26 H -2.22987 1.80158 -2.65213  0.082
27 C 1.58931 0.46184 -3.29774  -0.126
28 C 0.56088 1.31472 -3.45851  -0.128
29 C -0.05870 1.56004 -4.80200  -0.171
30 C -0.94435 0.43157 -5.42944  -0.168
31 C -1.05086 -0.85766 -4.66996  -0.123
32 C -0.01111 -1.69461 -4.54510  -0.116
33 C 1.33020 -1.38872 -5.15448  -0.173
34 C 2.18281 -0.27224 -4.47184  -0.176
35 H 0.73381 1.80123 -5.53000  0.119
36 H -0.54987 0.23993 -6.44247  0.119
37 H -0.68599 2.46128 -4.72113  0.108
38 H 2.44235 0.46064 -5.25542  0.118
39 H 2.10575 0.32029 -2.34107  0.066
40 H 0.18466 1.94321 -2.64508  0.071
41 H 3.12998 -0.73134 -4.14661  0.105
42 H 1.92414 -2.31832 -5.15954  0.109
43 H -0.09358 -2.66857 -4.05200  0.093
44 H 1.20284 -1.10406 -6.21397  0.118
45 H -1.95956 0.83503 -5.57162  0.110
46 H -2.04575 -1.10751 -4.29259  0.086
47 P 1.81477 1.87531 0.65718  0.737
48 C 1.44472 2.71009 2.22623  -0.241
49 H 2.29456 3.32830 2.54184  0.075
50 H 1.25239 1.94948 2.99110  -0.013
51 H 0.54805 3.33594 2.14256  0.042
52 C 3.50545 1.24959 0.82304  -0.231
53 H 4.16453 2.04800 1.18976  0.072
54 H 3.86200 0.91204 -0.15815  0.051
55 H 3.57110 0.40736 1.51686  0.033
56 C 1.94194 3.25041 -0.51642  -0.237
57 H 2.34183 2.89304 -1.47447  0.047
58 H 2.60796 4.02228 -0.10106  0.070
59 H 0.95549 3.69717 -0.70151  0.036
60 P 1.02413 -2.41952 -0.09116  0.924
61 C -0.16514 -3.60899 -0.81503  -0.243
62 H 0.35196 -4.47355 -1.25860  0.077
63 H -0.75944 -3.10975 -1.58902  0.023
64 H -0.84761 -3.97580 -0.03191  0.050
65 C 2.56294 -2.60221 -1.05855  -0.229
66 H 2.34709 -2.63944 -2.13276  0.048
67 H 3.11402 -3.50134 -0.74587  0.072
68 H 3.20175 -1.72930 -0.87239  0.038
69 C 1.47499 -3.39289 1.41195  -0.259
70 H 1.71743 -4.43081 1.14135  0.079
71 H 0.62825 -3.39869 2.11337  0.051
72 H 2.33358 -2.94371 1.92406  0.032
73 C 2.25493 0.89158 5.04831  -0.178
74 Si 1.38514 -0.60525 4.30902  0.475
75 C 2.55232 -2.10634 4.49754  -0.172
76 C -0.19795 -0.97138 5.28186  -0.175
77 C 1.07280 -0.51268 2.43043  -0.230
78 H 2.62202 0.62797 6.05296  0.054
79 H 1.58457 1.75493 5.15300  0.038
80 H 3.12649 1.19064 4.44857  0.038
81 H 2.87216 -2.24005 5.53983  0.050
82 H 2.06793 -3.03949 4.17572  0.024
83 H 3.45967 -1.96888 3.89145  0.037
84 H -0.93310 -0.15787 5.21761  0.027
85 H -0.68464 -1.90488 4.96142  0.034
86 H 0.06147 -1.09360 6.34618  0.054
87 H 1.97298 -0.81808 1.88189  -0.029
88 H 0.26443 -1.22231 2.16863  -0.030

Atoms 1-2, force components in eV/Å:
0.5396 -2.3875 -1.1727
-0.2012 -0.2171 1.2728

- <S²>: 6.02
- Highest occupied orbital energy (spin up / spin down): -13.2 / -13.8 eV
- Molar mass: 589.21 g/mol
- E_tot: -2199.86308 hartree
- Kohn-Sham gap (spin up / spin down): 0.3200 / 0.1648 Eh
- Charge: +2
- Spin multiplicity: 5
- E_LUMO (spin up / spin down): -4.457 / -9.365 eV



Q: Which value of <S²> does entry 2 give?
A: 6.02